Density functional theory data (the ωB97M-V functional and the def2-TZVPD basis) for 15 unconnected molecules or ions with the total composition C30H74Cl4F3N11O24 in a non-equilibrium geometry.

Positions of all 146 atoms, in Å:
C: 1.9144 3.2285 -0.2786
O: 1.6992 1.9260 -0.8221
C: 0.7187 1.9374 -1.8162
C: 0.5381 0.5708 -2.4214
N: 0.3761 -0.6026 -1.3610
H: 0.2854 -1.4458 -1.9095
H: 1.2072 -0.6056 -0.7872
C: -0.9490 -0.5744 -0.5239
C: -1.0208 -1.6803 0.5358
O: 0.2304 -1.7339 1.2129
C: 0.3293 -2.8292 2.1622
H: 1.0273 3.6719 0.1737
H: 2.3234 3.9319 -1.0039
H: 2.5801 3.1807 0.5832
H: 1.1035 2.6615 -2.5343
H: -0.2298 2.3326 -1.4527
H: 1.4263 0.3883 -3.0263
H: -0.2892 0.4328 -3.1175
H: -1.7526 -0.7048 -1.2487
H: -0.9463 0.4260 -0.0912
H: -1.1449 -2.6519 0.0576
H: -1.8296 -1.6590 1.2662
H: 1.2249 -2.5426 2.7134
H: 0.5066 -3.7999 1.6990
H: -0.5084 -2.8490 2.8593
C: 1.5186 -3.5642 -3.2792
O: 1.1730 -4.8900 -3.0838
O: 0.2854 -2.8362 -3.3752
C: 2.7647 -3.0849 -2.3861
F: 2.4203 -2.7162 -1.1122
F: 3.6925 -4.0466 -2.1721
F: 3.2860 -2.0242 -2.9513
C: 0.7891 -5.3040 -1.7685
C: 0.1912 -6.6809 -1.8391
H: -0.1405 -6.9523 -0.8369
H: -0.6991 -6.7906 -2.4582
H: 0.9431 -7.4449 -2.0370
H: -0.0642 -4.8147 -1.2989
H: 1.6976 -5.4180 -1.1772
H: 1.8554 -3.6710 -4.3104
C: 5.2397 1.4359 0.7563
C: 4.9097 0.0094 1.2533
C: 4.2758 0.0102 2.7093
C: 2.7174 0.2667 2.6320
C: 2.0479 0.1955 3.9949
C: 0.6463 0.5883 4.0098
H: 4.5640 2.2130 1.1137
H: 5.1175 1.5312 -0.3226
H: 6.2876 1.6880 0.9186
H: 4.3101 -0.5591 0.5423
H: 5.8187 -0.5920 1.2607
H: 4.6817 0.9000 3.1906
H: 4.4402 -0.8648 3.3382
H: 2.5252 1.2587 2.2234
H: 2.2562 -0.4016 1.9048
H: 2.2128 -0.7234 4.5575
H: 2.5567 0.9061 4.6463
H: 0.0340 -0.1045 3.4326
H: 0.3166 0.7234 5.0400
H: 0.5926 1.5602 3.5193
Cl: 0.6191 -2.1738 6.8757
C: -1.0792 -2.6518 6.4027
C: -2.0102 -1.4245 6.4010
Cl: -1.8103 -0.5399 7.9808
H: -1.4085 -3.4386 7.0813
H: -1.0524 -3.1386 5.4278
H: -3.0403 -1.7537 6.2648
H: -1.8454 -0.6905 5.6123
Cl: -7.2451 -2.6416 2.6968
C: -6.3681 -1.1302 2.3267
C: -5.4950 -1.3982 1.1154
Cl: -4.7475 0.1675 0.8185
H: -5.7478 -0.8672 3.1836
H: -7.1221 -0.3637 2.1475
H: -6.0259 -1.6107 0.1874
H: -4.6908 -2.1309 1.1819
C: -0.0483 -7.0704 5.8157
N: -0.1607 -6.2404 4.6190
O: 0.2413 -5.0721 4.6511
O: -0.7553 -6.5964 3.6683
H: -0.6211 -6.5809 6.6033
H: 1.0075 -7.0926 6.0855
H: -0.4677 -8.0707 5.7076
C: -3.6548 3.9218 -2.7780
N: -2.8171 4.4160 -1.6344
O: -2.5538 5.6134 -1.6365
O: -2.4791 3.5802 -0.8431
H: -3.1759 3.1114 -3.3276
H: -3.7930 4.7574 -3.4641
H: -4.6350 3.6731 -2.3712
C: -4.8225 -5.1819 3.0197
N: -3.7180 -4.4613 3.7013
O: -3.4256 -4.9130 4.7686
O: -3.2522 -3.4494 3.2093
H: -5.7196 -5.0048 3.6131
H: -4.6021 -6.2467 2.9449
H: -4.9241 -4.8092 2.0005
C: 4.6486 5.2954 -2.5385
N: 4.2697 6.6039 -1.9267
O: 3.5609 6.6179 -0.9016
O: 4.6846 7.6480 -2.3459
H: 5.4168 4.8897 -1.8801
H: 5.1575 5.4934 -3.4818
H: 3.7316 4.7179 -2.6555
C: -5.3846 0.5735 -2.4438
N: -4.0540 0.4029 -3.0408
O: -3.8998 -0.3815 -3.9398
O: -3.1719 0.9805 -2.3727
H: -6.0450 0.6779 -3.3047
H: -5.3586 1.4030 -1.7372
H: -5.7196 -0.3161 -1.9105
C: 0.2309 6.9123 -1.5742
N: 0.4484 6.7544 -3.0436
O: 1.6011 6.4811 -3.3987
O: -0.4992 6.8421 -3.7366
H: 1.0365 7.5741 -1.2562
H: 0.1434 5.9319 -1.1060
H: -0.7086 7.4600 -1.5015
C: 3.4524 3.7148 4.1391
N: 2.2953 4.4572 3.7129
O: 1.3887 4.6328 4.4870
O: 2.3376 4.8692 2.5704
H: 3.1995 3.0869 4.9934
H: 4.2164 4.4637 4.3478
H: 3.7058 3.0926 3.2807
C: -3.3521 -4.4644 -2.4177
N: -3.4675 -3.6682 -1.1887
O: -3.2806 -4.2115 -0.1219
O: -3.6538 -2.5004 -1.2202
H: -2.3761 -4.2062 -2.8285
H: -4.1998 -4.2927 -3.0810
H: -3.3531 -5.5080 -2.1029
C: 0.1973 4.3806 -6.2903
N: -1.0002 3.8274 -5.6218
O: -2.0074 4.0960 -6.1565
O: -0.8914 3.1530 -4.5982
H: 0.4985 3.6067 -6.9963
H: 0.9961 4.6473 -5.5983
H: -0.1121 5.3481 -6.6857
C: 3.7843 2.5166 -6.2429
N: 3.1312 1.8003 -5.0848
O: 1.9993 2.2416 -4.8293
O: 3.8768 1.0621 -4.4263
H: 4.8258 2.4170 -5.9374
H: 3.4102 3.5340 -6.3574
H: 3.6533 2.0318 -7.2103

Results
E_tot: -156051.541 eV
2S+1: 1